[1]
This record from OMol25 describes 2 unconnected molecules or ions with the total composition CH7O2PS. The level of theory is wB97M-V/def2-TZVPD.

total energy: -932.24188 Ha
maximum force: 0.0727 hartree/bohr
LUMO: -0.22 eV

```
! RIJCOSX wB97M-V def2-TZVPD def2/J DEFGRID3
* xyz 0 1
H -3.7821 0.3020 1.2668
O 0.0044 0.0313 1.1102
C 2.0543 -0.6606 -1.1877
H 2.7906 -1.4205 -0.8556
H 2.3978 0.2657 -0.6746
O 0.7390 -0.9984 -0.9958
H -1.4928 1.6541 2.0237
H 0.2115 -0.7220 0.2448
P -1.2776 0.8467 0.9106
H -1.1126 1.6214 -0.2372
H 2.3248 -0.4812 -2.2441
S -2.8572 -0.4383 0.6388
*
```

natural (NBO) atomic charge list, values in e, 6 entries:
1. H 0.16
2. O -1.02
3. C -0.22
4. H 0.13
5. H 0.12
6. O -0.89

***

[2]
This record from OMol25 describes a molecular structure, C25H40GdNP3. The level of theory is wB97M-V/def2-TZVPD.

total energy: -2820.53280 Ha
⟨S²⟩: 16.078
maximum force: 0.1338 hartree/bohr
LUMO (spin up / spin down): -3.62 / -3.61 eV

```
! RIJCOSX wB97M-V def2-TZVPD def2/J DEFGRID3
* xyz 1 8
H 1.9175 0.1204 0.9548
H 0.7930 -0.0107 5.4694
H -2.6363 2.7107 0.5461
H 0.9058 -1.7801 5.5007
P -2.0585 0.7456 -0.8268
H 1.3074 -3.7549 0.0485
H -3.4764 -0.9729 3.0235
H 4.5066 0.4385 -2.8890
C -1.3256 -2.8537 -0.0064
C -0.1813 1.1578 -3.8252
H -3.8365 -0.3744 4.6657
C 0.8545 2.1516 -3.7226
C 1.4086 -1.9089 -3.0361
H -1.8274 1.0767 4.7165
C 0.4547 3.5073 -3.5725
H -0.0846 -1.9915 3.2429
H -3.4582 0.9433 -2.7715
H 2.8021 -3.5449 -2.8534
H -1.1512 4.8792 -3.9848
H 1.4716 -2.4667 1.3171
C 0.6185 2.3974 4.3944
C 1.3118 -0.5676 -3.5769
H 1.3554 -0.9586 3.1824
H -2.9325 3.1429 -3.8328
H -1.7518 -2.4721 0.9340
C 1.4544 -2.6733 0.2336
H -3.4452 -0.2240 0.9265
H 1.2250 4.2509 -3.4036
C -0.8648 3.8427 -3.8121
H -3.4787 -1.2093 -0.5554
C 0.3863 1.8861 2.9788
C 0.2313 -2.4941 -2.2948
C -1.8831 2.8565 -3.7636
H -2.1056 -2.8804 -0.7775
H -3.7388 2.4693 -0.8561
H -4.3929 0.3227 -0.4857
P -0.7134 0.2461 2.9301
H 1.4116 1.7966 4.8916
H -2.1085 3.1907 -1.1022
H -2.3166 -0.4384 -2.9598
H -0.9294 -3.8698 0.1561
H 0.9808 3.4308 4.3490
H -2.7376 1.3772 3.1875
H 1.5068 1.2745 -0.1129
C 2.2423 1.7415 -3.6132
H 4.8069 -2.0660 -2.9889
H -0.7231 -2.3381 -2.8158
C 0.3280 -0.9350 5.1138
H 1.3969 1.6998 2.5071
Gd 0.2891 0.9513 0.7784
H 2.6768 2.2534 -2.7313
C 3.6657 -0.2330 -3.0408
H -2.4518 -1.4727 4.3982
C 2.4297 0.3160 -3.4617
C 2.6867 -2.4629 -2.9969
C -2.4086 0.6244 -2.6778
C -3.0315 -0.6373 3.9740
H -0.6902 -0.9958 5.5148
C -2.6874 2.4566 -0.5268
P 0.0516 -1.7575 -0.5588
H -0.2959 2.3577 4.9718
C 0.3387 -1.0378 3.6012
H -0.1260 2.6836 2.3768
C -3.4789 -0.1895 -0.1709
H 0.4081 -3.5641 -2.1382
C 3.8028 -1.6174 -3.0204
H 2.3978 -2.3301 -0.2132
C -1.5559 1.5372 -3.5099
C -2.1971 0.6212 3.7890
N 0.0874 -0.1788 -4.0916
*
```

Löwdin atomic charge list, values in e, 6 entries:
1. H -0.11
2. H 0.06
3. H 0.03
4. H 0.09
5. P 0.76
6. H 0.05

***

[3]
This record from OMol25 describes 2 unconnected molecules or ions with the total composition CH4OSSi. The level of theory is wB97M-V/def2-TZVPD.

total energy: -803.34003 Ha
SMILES: O=[SiH2].C=S
maximum force: 0.0762 hartree/bohr
LUMO: -0.65 eV

```
! RIJCOSX wB97M-V def2-TZVPD def2/J DEFGRID3
* xyz 0 1
H 4.1697 -0.5480 0.3561
H -1.1188 1.1985 -1.5192
H -0.6405 0.9215 0.1955
H 4.2580 1.7350 0.9526
C -1.4441 1.2498 -0.4715
Si 3.3329 0.5975 0.3299
S -2.9627 1.3290 0.0313
O 2.0089 0.7850 -0.3055
*
```

natural (NBO) atomic charge list, values in e, 6 entries:
1. H -0.25
2. H 0.19
3. H 0.20
4. H -0.24
5. C -0.46
6. Si 1.64

***

[4]
This record from OMol25 describes 2 unconnected molecules or ions with the total composition C5H7F5NO11PS2. The level of theory is wB97M-V/def2-TZVPD.

total energy: -2714.25063 Ha
SMILES: N=P(O)(O)OC(=O)OS(=O)(=O)C(F)(F)C(F)(F)F.O=S1(=O)OCCO1
maximum force: 0.0118 hartree/bohr
LUMO: 0.19 eV

```
! RIJCOSX wB97M-V def2-TZVPD def2/J DEFGRID3
* xyz 0 1
F -3.5558 0.4960 1.2483
C 0.6333 0.6897 -0.2009
O 0.3352 -4.2628 -0.0769
O -2.8340 0.4216 -1.3587
H 0.2869 -2.3579 -2.7381
O 1.8476 3.2589 2.1530
C -3.3289 2.8225 1.2392
O 2.2774 -5.6070 -0.7021
F -2.4430 3.8019 1.1582
F -3.9159 2.8795 2.4268
O -1.4006 2.4464 -1.0783
H 0.0813 -4.1300 -2.8063
P 2.2721 2.3976 0.8916
H 3.6574 2.8652 -0.7134
O 1.4646 0.1169 -0.8314
H -0.2450 -2.3024 -0.3623
H -1.3957 -3.5397 -0.9357
C 0.3850 -3.2871 -2.1839
O 1.7612 -3.4526 -1.8072
H 3.0645 0.3836 1.1647
O 2.6090 -3.4685 0.4805
C -0.3469 -3.2692 -0.8565
S 1.8873 -4.2691 -0.4452
S -1.9152 1.2058 -0.6195
O 0.7700 1.6832 0.6593
C -2.6433 1.4408 1.0810
O -0.7038 0.2371 -0.2268
F -1.7066 1.3101 2.0051
F -4.2454 2.9734 0.2937
O 3.1041 1.2499 1.5957
H 1.4743 4.1078 1.8736
N 2.7688 3.1584 -0.3274
*
```

natural (NBO) atomic charge list, values in e, 6 entries:
1. F -0.29
2. C 1.01
3. O -0.69
4. O -0.86
5. H 0.22
6. O -0.96

***

[5]
This record from OMol25 describes 2 unconnected molecules or ions with the total composition C2H7NO. The level of theory is wB97M-V/def2-TZVPD.

total energy: -210.30185 Ha
SMILES: C=NC.O
maximum force: 0.0742 hartree/bohr
LUMO: 0.39 eV

```
! RIJCOSX wB97M-V def2-TZVPD def2/J DEFGRID3
* xyz 0 1
C -1.5052 0.0990 -0.0058
H 1.9986 2.2093 -1.9218
O 2.1892 1.8920 -1.0361
H 1.2766 1.7222 -0.7449
H -0.6257 -1.4487 1.6806
H 1.0579 -1.0906 1.1114
H -2.1313 0.1382 -0.8908
C 0.0307 -1.3650 0.7989
N -0.2577 -0.1609 -0.1402
H -2.0441 0.2874 0.9286
H 0.0110 -2.2830 0.2201
*
```

natural (NBO) atomic charge list, values in e, 6 entries:
1. C -0.01
2. H 0.46
3. O -0.93
4. H 0.47
5. H 0.18
6. H 0.21

***

[6]
This record from OMol25 describes a gas-phase ion, C5H9N2O4 (charge -1). The level of theory is wB97M-V/def2-TZVPD.

total energy: -606.34386 Ha
SMILES: NN1CCOC[C@]([O-])(O)C1=O
maximum force: 0.0817 hartree/bohr
LUMO: 3.88 eV

```
! RIJCOSX wB97M-V def2-TZVPD def2/J DEFGRID3
* xyz -1 1
C 1.1075 0.7459 0.3472
O 1.2077 0.3889 1.5456
H 2.9993 0.4486 -0.0690
H 0.2843 2.7829 0.8062
H 0.3763 -3.0821 -0.6284
H -2.6211 0.4129 0.2909
H 0.2699 -2.1404 -1.9912
C 0.1696 1.9353 0.0208
H -0.8071 -1.2635 1.7202
O 2.4705 1.2184 -0.1964
H 0.3850 2.5788 -0.8424
O 1.3292 -0.4037 -1.8404
C -1.6207 0.4714 0.7048
C 0.7010 -0.2519 -0.8115
C -1.1614 -0.9689 0.6616
O -1.1477 1.4398 -0.2322
H -2.0684 -1.6287 0.3870
N -0.2184 -2.4310 -1.1549
H -1.4638 0.9090 1.7408
N -0.1917 -1.1618 -0.4590
*
```

natural (NBO) atomic charge list, values in e, 6 entries:
1. C 0.43
2. O -0.85
3. H 0.45
4. H 0.15
5. H 0.33
6. H 0.18

***

Q: Look up the total energy of the sixth one.
A: -606.34386 Ha